Record 1
A 2-piece molecular cluster, C4H10NO overall in a non-equilibrium geometry, computed with ωB97M-V with the def2-TZVPD basis set.

HOMO level   -1.869 eV
Net charge   -1
E   -7842.5106 eV
Energy relative to the best compared isomer or geometry (same formula, charge and spin)   484.9 kJ/mol
Kohn-Sham gap   5.461 eV
2S+1   1

Geometry as XYZ:
```
16
Properties=species:S:1:pos:R:3:forces:R:3:mulliken_charge:R:1
C -1.4021 -0.7758 -0.5388 -2.390 -0.059 1.575 -0.5447
N -2.6797 -0.5643 0.1227 -0.185 0.082 -1.183 -0.5988
C 2.7186 -0.3069 -0.9085 0.399 -1.118 0.239 -0.1853
O 3.6073 -1.3232 -0.7896 -0.143 0.154 -0.406 -0.9027
C -1.4823 0.5778 0.1555 3.153 -0.126 0.588 0.2544
C -0.6277 0.6564 1.4311 -0.312 0.037 -0.841 -1.1830
H -1.3509 -0.8394 -1.6194 0.033 0.271 -0.147 0.2937
H -0.8782 -1.5504 0.0085 0.802 0.318 -0.156 0.2763
H 3.1866 0.6685 -0.6259 -0.512 0.303 -0.028 0.1516
H 2.2238 -0.1713 -1.9177 0.338 0.139 -0.082 0.0934
H 1.8181 -0.5024 -0.2658 -0.148 0.537 0.285 -0.1316
H -1.2633 1.3742 -0.5621 -0.423 -0.071 -0.142 0.3505
H -2.5918 0.7862 0.3815 -0.863 -0.713 -0.191 0.2178
H -0.7606 1.6320 1.8981 0.204 -0.047 0.175 0.3506
H 0.4017 0.4791 1.1203 0.157 0.272 0.245 0.2329
H -0.9195 -0.1404 2.1100 -0.111 0.022 0.069 0.3249
```
Forces are in eV/Å.

=====

Record 2
C31H38CrN12O5 as an isolated structure in a non-equilibrium geometry, computed with ωB97M-V with the def2-TZVPD basis set.

HOMO level (spin up / spin down)   -9.674 / -9.694 eV
Net charge   +1
E   -89296.8532 eV
Energy relative to the best compared isomer or geometry (same formula, charge and spin)   83.5 kJ/mol
Kohn-Sham gap (spin up / spin down)   5.769 / 6.244 eV
2S+1   2

Geometry as XYZ:
```
87
Properties=species:S:1:pos:R:3:forces:R:3:lowdin_spin:R:1
Cr -1.0679 1.9881 0.0991 1.210 1.142 1.040 0.9373
C 0.9373 6.1121 0.1517 -0.053 0.016 -0.080 0.0000
N 0.5099 5.4003 1.3522 -0.135 -0.089 -0.160 0.0016
C 1.0994 5.8125 2.6194 -0.044 -0.040 0.158 0.0001
C -0.3105 4.3630 1.2532 0.152 0.247 0.404 0.0012
O -0.7525 3.9767 0.1524 -0.312 -0.339 -0.129 0.0004
C -0.6702 3.6522 2.5519 0.085 -0.091 -0.035 0.0000
O -1.3955 2.4503 2.2911 -0.384 0.506 -0.593 -0.0005
C -2.6915 2.3881 2.9157 0.052 -0.259 0.023 0.0004
C -3.7057 3.4391 2.4297 0.452 0.003 -0.022 0.0000
O -3.3187 4.4065 1.7938 0.175 0.001 -0.106 -0.0002
N -4.9842 3.2203 2.7781 -0.138 -0.008 -0.082 0.0001
C -6.0248 4.0925 2.2417 0.109 0.012 0.012 0.0001
C -5.3983 2.1190 3.6342 0.131 -0.103 -0.054 0.0000
H 0.7934 7.1819 0.2950 0.012 -0.009 0.017 0.0000
H 1.9906 5.9105 -0.0491 -0.006 0.009 0.030 0.0000
H 0.3396 5.7804 -0.6897 0.016 0.008 -0.004 0.0000
H 1.7044 6.6964 2.4435 -0.030 0.026 -0.006 0.0000
H 0.3341 6.0624 3.3549 0.011 0.026 -0.025 0.0000
H 1.7482 5.0367 3.0303 0.001 0.011 -0.037 0.0001
H 0.2375 3.3742 3.0914 0.022 0.023 -0.045 0.0001
H -1.2597 4.3348 3.1634 0.016 0.007 -0.007 0.0000
H -3.0527 1.3818 2.7135 0.010 -0.006 0.039 0.0000
H -2.5563 2.4887 3.9959 0.034 -0.044 0.024 -0.0001
H -5.5713 4.7581 1.5153 -0.020 0.023 -0.014 0.0000
H -6.7881 3.4881 1.7510 -0.011 0.000 0.041 0.0000
H -6.4779 4.6885 3.0353 -0.025 -0.043 0.004 0.0000
H -4.7976 2.0787 4.5442 -0.060 -0.013 0.015 0.0000
H -6.4333 2.2803 3.9206 0.000 -0.003 0.030 0.0000
H -5.3360 1.1532 3.1261 -0.061 -0.002 -0.019 0.0000
C 7.0016 -8.7285 1.1011 0.035 -0.016 0.021 0.0000
O 5.6067 -8.7170 0.8414 0.003 -0.119 -0.001 0.0003
C 4.9806 -7.5316 0.7560 -0.216 0.256 -0.036 0.0005
C 3.6128 -7.5774 0.4661 0.101 -0.257 0.013 -0.0001
C 2.8863 -6.4174 0.3514 0.044 0.325 0.033 0.0004
C 3.5031 -5.1735 0.5296 0.960 -0.695 0.114 0.0000
C 4.8700 -5.1312 0.8291 -0.310 0.089 -0.121 0.0006
C 5.6039 -6.2938 0.9358 0.174 -0.105 0.047 0.0000
N 2.7064 -4.0484 0.3948 -1.350 0.731 -0.164 0.0021
N 3.2590 -2.9460 0.5324 1.703 -0.832 0.247 -0.0011
C 2.5587 -1.7662 0.4651 -0.934 1.148 -0.116 0.0023
C 3.3442 -0.6178 0.5127 -0.142 -0.952 -0.025 -0.0008
C 2.8171 0.6663 0.4890 -0.689 0.687 -0.108 0.0022
C 1.4437 0.8520 0.4172 0.764 -0.679 -0.027 -0.0008
O 0.8334 2.0138 0.4087 -0.734 0.348 0.263 0.0121
C 0.6118 -0.2979 0.3544 0.161 -0.093 0.078 -0.0008
N -0.7209 -0.0051 0.2871 0.045 -1.003 -0.050 -0.0041
C -1.5679 -1.0221 0.2903 -0.073 0.411 -0.119 -0.0003
C -1.1513 -2.3517 0.3271 0.269 -0.290 0.077 -0.0005
C 0.1882 -2.6589 0.3755 -0.480 0.056 -0.002 -0.0008
C 1.1293 -1.6105 0.3932 0.320 0.107 -0.028 -0.0004
H 7.2922 -9.7744 1.0969 0.023 0.012 -0.013 0.0000
H 7.2287 -8.2963 2.0784 -0.028 0.017 -0.013 0.0000
H 7.5503 -8.1917 0.3241 0.004 -0.016 0.003 0.0000
H 3.1540 -8.5484 0.3350 -0.021 0.020 -0.010 0.0000
H 1.8290 -6.4445 0.1221 -0.010 -0.024 -0.005 0.0000
H 5.3409 -4.1681 0.9659 0.031 -0.027 0.016 0.0000
H 6.6603 -6.2367 1.1589 -0.036 0.007 0.008 0.0000
H 4.4141 -0.7662 0.5717 0.011 0.003 0.025 -0.0001
H 3.4585 1.5370 0.5265 0.036 -0.025 0.031 0.0002
H -2.6199 -0.7781 0.2471 0.006 -0.018 -0.030 0.0000
H -1.8970 -3.1338 0.3215 -0.020 0.013 0.007 0.0000
H 0.5296 -3.6800 0.4060 -0.013 0.011 -0.016 0.0000
N -6.6501 -0.8750 0.4154 0.093 0.097 -0.036 0.0094
C -5.9570 0.0150 0.1647 -0.036 -0.425 0.091 0.0021
N -5.2250 1.0703 -0.0927 -0.006 0.610 -0.130 0.0198
C -4.0210 1.3443 -0.1099 -0.118 -0.116 0.182 0.0205
N -2.8982 1.7186 -0.1066 -0.807 -0.166 0.207 0.0008
C -1.7362 -0.5202 -5.6927 0.107 -0.001 -0.093 0.0000
C -0.2299 -0.4238 -5.4612 -0.131 0.141 0.304 0.0000
C 0.2179 -1.3739 -4.3497 0.073 0.078 -0.157 0.0000
C 0.1993 1.0311 -5.1781 -0.022 -0.388 -0.433 0.0000
N -0.3335 1.5368 -3.9227 0.112 -0.058 0.435 0.0003
C 0.1004 1.3397 -2.6773 -0.077 0.102 0.092 0.0006
N -0.7930 1.8557 -1.8601 -0.002 -0.095 -0.931 -0.0058
N -1.7733 2.3807 -2.6325 0.023 0.050 -0.151 0.0007
N -1.5047 2.1865 -3.8599 -0.047 0.003 -0.109 0.0002
H -2.0251 -1.5565 -5.8660 -0.010 0.002 -0.013 0.0000
H -2.0375 0.0667 -6.5610 -0.045 0.004 0.017 0.0000
H -2.2973 -0.1573 -4.8305 -0.016 -0.015 0.027 0.0000
H 0.2842 -0.7051 -6.3833 0.048 0.063 -0.008 0.0000
H -0.3745 -1.2305 -3.4428 0.003 -0.011 0.032 0.0000
H 1.2750 -1.2386 -4.1072 0.002 -0.038 0.034 0.0000
H 0.0826 -2.4069 -4.6671 -0.021 -0.014 0.036 0.0000
H -0.1799 1.6883 -5.9583 0.069 0.075 0.035 0.0000
H 1.2853 1.1049 -5.1395 -0.002 0.084 0.055 0.0000
H 1.0323 0.8777 -2.3988 -0.030 -0.079 -0.004 0.0000
```
Forces are in eV/Å.

=====

Record 3
A 7-piece molecular cluster, C16H31NO21 overall in a non-equilibrium geometry, computed with ωB97M-V with the def2-TZVPD basis set.

HOMO level   -0.936 eV
Net charge   -2
E   -61575.5508 eV
Energy relative to the best compared isomer or geometry (same formula, charge and spin)   266.8 kJ/mol
Kohn-Sham gap   4.327 eV
2S+1   1

Geometry as XYZ:
```
69
Properties=species:S:1:pos:R:3:forces:R:3:mulliken_charge:R:1
N -0.9560 -3.7964 -3.9294 -0.617 1.779 1.156 1.0541
O -2.0276 -3.2080 -4.0816 -1.526 0.885 -1.279 -0.6846
O 0.0986 -3.2938 -4.2713 2.187 1.224 -1.800 -0.7002
O -0.9354 -4.7965 -3.2734 -0.040 -4.068 1.549 -0.6702
O 1.0082 -0.6111 0.1689 1.692 -0.843 0.282 -0.4286
C -0.3525 -0.7624 0.2171 -3.380 -1.564 -0.737 0.6126
O -1.0348 0.2712 0.1367 0.305 2.139 0.234 -0.7352
O -0.8721 -1.9057 0.2523 2.090 0.444 0.603 -0.7152
H 1.2282 0.3100 0.0117 -0.615 0.135 0.003 0.2701
C 2.6748 6.9720 -1.5157 0.937 -0.767 -0.360 -0.6051
O 2.8303 6.6686 -0.1192 -0.818 -0.431 1.329 -0.2935
C 2.8668 5.4183 0.3900 -0.082 -2.584 0.480 0.7573
O 3.0630 4.3711 -0.2250 -0.498 2.767 1.437 -0.5432
O 2.6521 5.4798 1.8129 0.258 2.670 -4.365 -0.3056
C 2.6373 4.3715 2.6171 -0.385 -1.851 0.918 -0.6461
H 2.7921 8.0545 -1.5643 0.088 -0.237 -0.080 0.2205
H 1.7679 6.6730 -2.0414 -0.555 -0.109 0.924 0.2950
H 3.4384 6.4326 -2.0761 0.368 0.326 0.030 0.2971
H 1.6413 4.1360 2.9921 -0.392 0.458 -0.121 0.2470
H 3.2238 4.6385 3.4962 0.363 -0.465 -0.110 0.2163
H 2.8994 3.4337 2.1272 0.715 0.212 -0.098 0.3585
C 1.6570 -3.1649 5.3849 1.136 1.105 0.033 -0.6762
O 1.7728 -4.2629 6.3172 -0.178 1.370 0.241 -0.3138
C 1.4646 -5.4772 6.0090 -2.017 -3.335 -3.430 0.8060
O 0.9724 -5.8943 4.9325 1.544 1.172 3.290 -0.5816
O 1.7588 -6.2545 7.0788 0.253 0.611 1.799 -0.3303
C 1.5506 -7.6718 7.1334 0.003 0.120 -2.407 -0.5713
H 0.7516 -2.8868 4.8454 -0.500 -1.209 0.343 0.3518
H 2.4634 -3.1981 4.6524 -0.076 -0.380 -0.020 0.3048
H 1.8754 -2.3142 6.0305 0.012 -0.004 -0.025 0.2477
H 1.8232 -8.2486 8.0172 0.186 1.314 0.676 0.2325
H 2.2366 -8.0196 6.3610 -0.491 -0.711 -0.279 0.2547
H 0.5089 -7.8955 6.9038 0.114 -0.091 -0.254 0.2747
C -1.4704 3.2296 -4.1485 -1.545 -0.865 -0.002 -0.6130
O -2.0934 3.1135 -5.4870 -0.583 -0.569 0.454 -0.3338
C -3.1698 2.2721 -5.6902 1.092 -1.260 1.000 0.7801
O -3.7704 1.5839 -4.8811 0.933 1.957 -1.308 -0.5325
O -3.3180 2.1998 -7.0440 -1.292 0.476 0.508 -0.3220
C -4.4635 1.4361 -7.4898 0.320 -0.683 -0.497 -0.6713
H -2.1225 3.8287 -3.5129 0.223 0.540 -0.219 0.2396
H -0.4553 3.6135 -4.2493 -0.372 0.049 -0.319 0.2020
H -1.4714 2.2822 -3.6095 0.245 -0.335 -0.469 0.3964
H -4.4990 0.4749 -6.9771 0.147 0.045 -0.103 0.3254
H -4.3427 1.3128 -8.5661 0.557 -0.260 0.095 0.2384
H -5.4683 1.8570 -7.4536 0.238 0.861 0.897 0.2906
C 5.1335 -3.8606 -0.4501 -0.782 -0.127 -0.554 -0.5679
O 5.4759 -5.1556 -0.0189 0.087 -2.625 0.786 -0.3342
C 4.5132 -6.0928 0.2307 -2.999 1.976 0.290 0.8061
O 3.2942 -5.8803 0.3059 3.292 -0.393 -0.216 -0.5524
O 5.0849 -7.2755 0.4294 1.718 0.226 0.202 -0.3226
C 4.4131 -8.2343 1.2261 -1.298 0.274 -0.288 -0.6290
H 4.4762 -3.3723 0.2693 0.101 0.154 -0.123 0.2929
H 4.6194 -3.9908 -1.4024 -0.131 0.561 -0.018 0.3200
H 6.0946 -3.3668 -0.5936 -0.261 0.177 0.109 0.1778
H 4.9181 -9.1893 1.0807 -0.237 0.152 -0.147 0.1903
H 3.3716 -8.1887 0.9079 -0.081 -0.740 -0.091 0.3468
H 4.3598 -7.9954 2.2882 0.563 0.343 0.069 0.2734
C -3.6007 5.2366 1.3557 1.381 -0.788 -0.237 -0.7150
O -4.8383 5.7071 0.8271 -0.174 0.199 -0.670 -0.2879
C -5.5007 4.9924 -0.1043 -1.749 -2.535 0.060 0.7872
O -5.2856 3.8369 -0.4611 -0.104 2.924 0.311 -0.5449
O -6.6708 5.6899 -0.3911 4.719 2.067 2.332 -0.3202
C -7.6304 5.3333 -1.2863 -0.127 -1.739 -0.380 -0.5790
H -2.7491 5.8605 1.0847 -0.466 0.805 -0.142 0.2506
H -3.2382 4.2874 0.9610 -0.874 -0.389 -0.054 0.4113
H -3.6007 5.1766 2.4440 -0.592 0.060 -0.110 0.2391
H -8.2385 6.2324 -1.3863 -0.460 -0.534 -0.055 0.1772
H -8.0145 4.4633 -0.7537 -1.529 -0.129 -0.940 0.2893
H -7.2216 5.0135 -2.2447 -0.038 0.046 -0.132 0.2910
```
Forces are in eV/Å.

=====

Question: Which formula does entry 2 have?
Answer: C31H38CrN12O5

=====

Question: Number 2 is which compound?
Answer: C31H38CrN12O5